Entry 1:
The following is a DFT calculation (the ωB97M-V functional and the def2-TZVPD basis) of C51H63AsBClN6O4W as an isolated structure.

Output
Multiplicity: 1
Net charge: +2
F_max (eV/Å): 2.75
Relative energy (zero: lowest compared OMol25 entry of this formula, charge and spin) (eV): 0.0000
Gap between HOMO and LUMO (eV): 4.579

Each line ends with the Mulliken charge.
Positions of all 128 atoms, in Å:
W: 0.887 -0.021 -0.273  2.087
C: 5.629 2.714 -0.152  -1.496
C: 4.847 1.445 -0.111  0.117
C: 5.314 0.141 -0.121  -0.742
C: 4.211 -0.696 -0.092  -1.159
N: 3.094 0.095 -0.034  0.787
N: 3.519 1.397 -0.062  0.774
B: 2.543 2.571 -0.030  -0.934
N: 1.665 2.369 1.215  0.361
N: 1.488 1.114 1.750  0.326
C: 1.121 1.292 3.042  -0.752
C: 0.951 2.654 3.272  -1.158
C: 1.313 3.300 2.107  0.625
C: 1.370 4.764 1.825  -1.427
C: 1.214 0.229 4.125  2.439
C: -0.145 -0.270 4.627  -1.759
C: 2.063 -0.924 3.605  -1.429
C: 1.949 0.862 5.318  -1.932
N: 1.744 2.499 -1.360  0.698
N: 1.462 1.247 -1.875  0.728
C: 1.130 1.397 -3.207  -0.703
C: 1.184 2.747 -3.478  -0.608
C: 1.578 3.404 -2.306  0.438
C: 1.819 4.859 -2.097  -1.526
C: 1.033 0.292 -4.258  2.197
C: -0.122 -0.702 -4.065  -1.708
C: 2.377 -0.465 -4.225  -1.742
C: 0.854 0.946 -5.630  -2.188
C: 4.311 -2.214 -0.112  2.823
C: 3.965 -2.756 -1.514  -1.638
C: 3.404 -2.850 0.947  -0.797
C: 5.754 -2.616 0.204  -2.391
H: 6.690 2.482 -0.197  0.499
H: 5.444 3.324 0.733  0.264
H: 5.368 3.309 -1.030  0.260
H: 6.350 -0.159 -0.144  0.730
H: 3.115 3.616 0.034  -0.153
H: 0.674 3.127 4.202  0.658
H: 0.966 5.315 2.671  0.454
H: 0.787 5.011 0.936  0.170
H: 2.397 5.099 1.658  0.289
H: -0.657 -0.873 3.894  0.295
H: -0.798 0.560 4.911  0.340
H: 0.010 -0.894 5.512  0.541
H: 1.634 -1.347 2.705  -0.278
H: 2.124 -1.715 4.354  0.618
H: 3.074 -0.581 3.370  0.557
H: 1.324 1.600 5.827  0.408
H: 2.873 1.351 5.001  0.355
H: 2.203 0.084 6.041  0.458
H: 0.981 3.218 -4.427  0.820
H: 1.716 5.387 -3.041  0.476
H: 2.819 5.044 -1.702  0.268
H: 1.099 5.274 -1.388  0.203
H: -0.012 -1.312 -3.183  0.098
H: -0.139 -1.379 -4.921  0.687
H: -1.088 -0.194 -4.021  0.388
H: 2.584 -0.860 -3.231  0.258
H: 3.204 0.188 -4.514  0.422
H: 2.339 -1.304 -4.924  0.446
H: -0.105 1.467 -5.703  0.439
H: 0.876 0.172 -6.398  0.424
H: 1.657 1.654 -5.849  0.444
H: 2.928 -2.591 -1.770  0.105
H: 4.149 -3.832 -1.539  0.529
H: 4.592 -2.287 -2.277  0.430
H: 2.372 -2.598 0.771  -0.680
H: 3.683 -2.525 1.950  0.510
H: 3.499 -3.937 0.898  0.454
H: 6.437 -2.306 -0.590  0.464
H: 5.812 -3.702 0.285  0.441
H: 6.095 -2.186 1.149  0.490
O: 1.042 -1.598 -0.853  -0.896
As: -0.897 -1.499 0.986  3.248
C: -0.812 -2.854 2.400  1.101
C: 0.354 -3.545 2.691  -0.184
C: 0.318 -4.584 3.611  -0.903
C: -0.878 -4.919 4.230  -0.935
C: -2.036 -4.218 3.923  -0.728
C: -2.011 -3.182 3.003  -0.888
C: -2.508 -0.504 1.444  0.651
C: -2.410 0.780 1.976  -0.586
C: -3.555 1.511 2.266  -1.172
C: -4.808 0.960 2.034  -0.931
C: -4.909 -0.327 1.522  -1.164
C: -3.769 -1.052 1.214  -0.229
C: -1.552 -2.704 -0.393  -0.003
C: -2.468 -2.297 -1.357  0.445
C: -2.838 -3.169 -2.370  -0.586
C: -2.282 -4.440 -2.437  -0.762
C: -1.363 -4.843 -1.477  -0.938
C: -1.001 -3.980 -0.456  -0.765
H: 1.285 -3.303 2.210  0.101
H: 1.227 -5.127 3.839  0.519
H: -0.907 -5.728 4.950  0.425
H: -2.974 -4.476 4.399  0.490
H: -2.918 -2.643 2.781  0.445
H: -1.449 1.219 2.175  0.438
H: -3.463 2.510 2.680  0.526
H: -5.705 1.528 2.252  0.474
H: -5.885 -0.770 1.357  0.481
H: -3.865 -2.048 0.807  0.545
H: -2.896 -1.309 -1.325  -0.457
H: -3.567 -2.853 -3.106  0.534
H: -2.566 -5.117 -3.233  0.447
H: -0.932 -5.837 -1.520  0.462
H: -0.295 -4.310 0.295  0.488
C: -5.568 -0.540 -2.189  -0.154
C: -5.799 0.924 -1.899  0.831
C: -7.088 1.440 -1.936  -0.929
C: -7.336 2.788 -1.740  0.040
Cl: -8.957 3.385 -1.786  -0.194
C: -6.287 3.652 -1.524  -1.044
C: -4.990 3.152 -1.473  -0.643
C: -4.753 1.797 -1.630  0.722
O: -3.484 1.226 -1.537  0.417
C: -2.433 2.103 -1.308  -1.973
C: -1.258 1.317 -0.849  1.093
O: -0.467 1.749 -0.005  -0.665
O: -0.964 0.156 -1.284  -0.685
H: -6.337 -1.155 -1.719  0.485
H: -4.593 -0.874 -1.844  -0.917
H: -5.625 -0.721 -3.266  0.450
H: -7.920 0.771 -2.128  0.460
H: -6.472 4.712 -1.401  0.452
H: -4.181 3.856 -1.319  0.465
H: -2.635 2.839 -0.533  0.709
H: -2.158 2.620 -2.235  0.497



Entry 2:
The following is a DFT calculation (the ωB97M-V functional and the def2-TZVPD basis) of one molecule with the formula C5H7NO.

Output
Multiplicity: 1
F_max (eV/Å): 0.74
Relative energy (zero: lowest compared OMol25 entry of this formula, charge and spin) (eV): 4.3570
Gap between HOMO and LUMO (eV): 7.575

Each line ends with the Mulliken charge.
Positions of all 14 atoms, in Å:
C: -1.501 0.409 0.418  -1.286
C: -0.308 -0.273 -0.266  0.609
C: -0.134 -1.736 -0.136  -0.224
O: 1.058 -2.078 -0.040  -0.120
C: 2.053 -0.823 0.086  -1.105
C: 1.113 0.157 0.005  0.588
N: 1.404 1.525 0.194  -0.553
H: -2.425 -0.107 0.138  0.394
H: -1.609 1.446 0.076  0.313
H: -1.412 0.429 1.506  0.329
H: -0.906 -2.502 -0.207  0.386
H: -0.547 -0.228 -1.352  0.153
H: 0.828 2.096 -0.409  0.246
H: 2.385 1.684 -0.013  0.270



Entry 3:
The following is a DFT calculation (the ωB97M-V functional and the def2-TZVPD basis) of a 14-piece molecular cluster, C57H117F6N7O29S2 overall.

Output
Multiplicity: 1
F_max (eV/Å): 7.35
Gap between HOMO and LUMO (eV): 1.545

Each line ends with the Mulliken charge.
Positions of all 218 atoms, in Å:
C: 6.444 -7.451 1.518  -1.027
N: 6.099 -7.907 0.133  0.124
C: 7.366 -7.766 -0.714  -0.744
C: 5.817 -9.409 0.234  -0.943
C: 4.864 -7.171 -0.459  -0.413
C: 5.097 -5.743 -0.820  -0.674
O: 5.707 -4.914 0.099  -0.502
H: 5.572 -7.281 2.150  0.429
H: 6.823 -6.435 1.409  0.428
H: 7.278 -7.984 1.975  0.353
H: 8.242 -7.878 -0.075  0.359
H: 7.466 -6.754 -1.104  0.301
H: 7.446 -8.562 -1.454  0.300
H: 6.552 -9.962 0.818  0.345
H: 5.839 -9.735 -0.806  0.440
H: 4.835 -9.522 0.693  0.379
H: 4.132 -7.269 0.343  0.380
H: 4.462 -7.676 -1.337  0.315
H: 4.138 -5.319 -1.118  0.428
H: 5.869 -5.651 -1.584  0.383
H: 5.778 -4.050 -0.311  0.326
C: 8.768 2.342 5.122  -0.988
N: 7.426 1.937 4.495  0.250
C: 7.556 2.402 2.965  -0.952
C: 7.212 0.376 4.543  -0.978
C: 6.200 2.578 5.235  -0.610
C: 5.831 2.033 6.608  -1.098
O: 6.858 2.467 7.556  -0.391
H: 8.832 3.430 5.155  0.342
H: 9.571 1.918 4.519  0.425
H: 8.809 1.877 6.107  0.382
H: 6.599 2.215 2.479  0.412
H: 8.256 1.798 2.388  0.382
H: 7.768 3.468 2.878  0.340
H: 8.143 0.002 4.116  0.380
H: 6.468 0.232 3.761  0.428
H: 6.881 -0.018 5.504  0.351
H: 5.379 2.426 4.534  0.414
H: 6.297 3.662 5.297  0.340
H: 5.728 0.948 6.624  0.113
H: 4.876 2.409 6.977  0.879
H: 6.391 3.066 8.143  0.288
C: -1.581 1.636 12.353  -0.873
N: -0.525 2.511 11.797  1.151
C: -1.172 3.673 11.077  -1.236
C: 0.364 3.066 12.911  -1.306
C: 0.572 1.805 10.945  -1.217
C: 0.107 1.281 9.515  -0.763
O: -1.000 0.499 9.567  -0.367
H: -2.091 2.006 13.242  0.343
H: -1.035 0.785 12.761  0.305
H: -2.233 1.404 11.511  0.306
H: -1.762 4.279 11.764  0.351
H: -1.767 3.239 10.274  0.335
H: -0.443 4.339 10.617  0.408
H: -0.228 3.762 13.505  0.315
H: 1.066 3.743 12.424  0.465
H: 0.788 2.267 13.518  0.403
H: 0.958 1.031 11.608  0.293
H: 1.522 2.332 10.850  0.662
H: 0.915 0.701 9.069  0.467
H: -0.223 2.064 8.832  0.336
H: -1.028 0.144 8.676  0.284
C: -1.329 -0.912 -0.433  -1.059
N: -0.156 -0.203 0.084  -0.048
C: 0.554 0.429 -1.150  -0.869
C: -0.500 0.856 1.141  -0.904
C: 0.866 -1.145 0.744  -0.776
C: 2.004 -0.372 1.364  -0.636
O: 1.743 -0.159 2.707  -0.487
H: -2.073 -0.277 -0.915  0.378
H: -1.890 -1.500 0.293  0.452
H: -1.003 -1.498 -1.292  0.419
H: 1.066 -0.416 -1.609  0.402
H: 1.330 1.099 -0.782  0.358
H: -0.203 0.968 -1.719  0.394
H: -0.712 0.360 2.088  0.413
H: -1.396 1.391 0.825  0.375
H: 0.291 1.571 1.366  0.407
H: 1.078 -1.852 -0.057  0.526
H: 0.262 -1.570 1.547  0.601
H: 2.537 0.511 1.011  0.351
H: 2.859 -1.049 1.374  0.314
H: 1.339 -0.894 3.174  0.320
C: -1.833 -3.605 5.122  0.666
O: -1.273 -2.648 5.606  -0.692
O: -1.849 -4.737 5.631  -0.605
O: -1.905 -3.831 3.875  -0.586
N: -2.694 -6.984 0.219  -0.278
S: -3.950 -6.496 -0.596  1.068
O: -4.882 -7.532 -1.038  -0.601
O: -3.950 -5.235 -1.406  -0.571
F: -4.646 -5.925 0.754  -0.306
S: -1.751 -7.063 -1.267  0.998
O: -0.862 -5.848 -1.387  -0.516
O: -2.281 -7.681 -2.463  -0.544
F: -0.920 -8.284 -0.739  -0.246
C: 7.152 2.284 -2.521  -1.188
C: 6.388 0.891 -2.728  0.563
C: 6.818 0.097 -3.998  -1.192
O: 6.501 0.051 -1.601  -0.955
H: 6.905 2.908 -3.380  0.315
H: 8.230 2.146 -2.442  0.301
H: 6.845 2.928 -1.698  0.278
H: 5.313 1.068 -2.772  0.010
H: 7.881 -0.142 -3.967  0.318
H: 6.609 0.692 -4.886  0.286
H: 6.375 -0.899 -4.022  0.291
C: -10.793 -2.538 -3.041  -1.424
C: -9.515 -2.325 -3.988  1.392
C: -9.947 -1.814 -5.346  -1.558
C: -10.312 -0.232 -5.299  -0.515
C: -9.071 0.403 -4.830  -1.275
C: -8.660 0.008 -3.346  1.545
N: -8.412 -1.487 -3.368  0.246
O: -7.998 -2.010 -2.194  -0.483
C: -7.288 0.536 -3.219  -2.034
C: -9.655 0.620 -2.285  -1.532
C: -8.795 -3.724 -4.297  -1.837
H: -10.672 -3.420 -2.411  0.408
H: -11.723 -2.536 -3.609  0.302
H: -10.958 -1.762 -2.293  0.302
H: -9.219 -2.152 -6.083  0.420
H: -10.807 -2.462 -5.517  0.530
H: -11.140 0.022 -4.637  0.276
H: -10.526 -0.011 -6.344  0.374
H: -9.168 1.488 -4.810  0.340
H: -8.189 0.180 -5.430  0.461
H: -6.842 0.125 -2.313  0.453
H: -6.634 0.476 -4.089  0.399
H: -7.409 1.566 -2.883  0.426
H: -9.478 1.680 -2.105  0.383
H: -10.658 0.631 -2.712  0.359
H: -9.846 -0.023 -1.425  0.350
H: -7.946 -3.612 -4.971  0.430
H: -9.622 -4.277 -4.744  0.431
H: -8.467 -4.258 -3.405  0.447
H: -7.135 -2.404 -2.339  0.381
C: -1.487 1.623 -7.679  -1.850
C: -0.362 2.342 -8.529  1.365
C: -0.920 3.692 -9.098  -1.185
C: 0.284 4.559 -9.568  -0.761
C: 1.225 4.917 -8.467  -1.214
C: 1.923 3.702 -7.828  1.776
N: 0.778 2.692 -7.565  0.153
O: 1.328 1.545 -7.188  -0.411
C: 3.013 3.303 -8.859  -1.939
C: 2.722 4.210 -6.634  -1.869
C: -0.041 1.595 -9.802  -1.572
H: -1.230 0.636 -7.294  0.352
H: -2.480 1.717 -8.118  0.340
H: -1.549 2.257 -6.794  0.429
H: -1.779 3.607 -9.765  0.562
H: -1.522 4.304 -8.427  0.309
H: -0.101 5.527 -9.887  0.363
H: 0.758 4.413 -10.538  0.453
H: 0.610 5.460 -7.750  0.295
H: 1.976 5.553 -8.935  0.415
H: 2.767 3.307 -9.921  0.334
H: 3.855 3.994 -8.904  0.445
H: 3.503 2.368 -8.586  0.460
H: 3.096 5.203 -6.884  0.356
H: 2.052 4.136 -5.777  0.448
H: 3.602 3.622 -6.372  0.411
H: -0.993 1.449 -10.312  0.437
H: 0.563 0.695 -9.682  0.385
H: 0.559 2.141 -10.529  0.321
H: 1.435 1.130 -8.047  0.391
C: -0.078 -4.465 -9.096  -0.312
C: -1.282 -4.892 -8.269  -0.313
O: -1.039 -4.387 -6.945  -0.263
C: 0.208 -4.163 -6.849  0.696
O: 0.851 -4.059 -5.809  -0.595
O: 0.834 -4.320 -8.030  -0.349
H: -0.028 -3.558 -9.699  0.260
H: 0.045 -5.255 -9.836  0.280
H: -1.505 -5.959 -8.271  0.295
H: -2.048 -4.436 -8.896  0.299
C: -4.670 6.699 -3.367  -0.352
C: -3.676 5.647 -3.708  0.391
O: -3.343 5.116 -2.466  -0.261
C: -4.202 5.495 -1.490  0.726
O: -4.215 5.021 -0.375  -0.583
O: -4.986 6.386 -1.986  -0.365
F: -2.690 6.192 -4.421  -0.279
H: -5.627 6.570 -3.873  0.232
H: -4.315 7.728 -3.426  0.263
H: -4.124 4.879 -4.339  0.226
C: -0.048 7.791 2.197  -0.228
C: 0.978 6.811 2.800  0.202
O: 1.807 6.297 1.741  -0.255
C: 1.233 6.666 0.586  0.655
O: 1.777 6.240 -0.512  -0.577
O: 0.188 7.564 0.848  -0.325
F: 0.490 5.757 3.569  -0.243
H: 0.200 8.797 2.535  0.241
H: -1.086 7.614 2.479  0.277
H: 1.776 7.333 3.329  0.208
C: -6.149 4.186 4.640  -0.293
C: -5.503 2.914 5.259  0.341
O: -5.573 2.956 6.604  -0.300
C: -6.230 4.095 6.961  0.612
O: -6.347 4.549 8.063  -0.499
O: -6.754 4.649 5.787  -0.342
F: -4.187 3.102 5.071  -0.304
H: -6.958 4.059 3.920  0.257
H: -5.340 4.836 4.307  0.210
H: -5.993 2.009 4.901  0.311
C: 2.739 -5.364 7.802  -0.455
C: 3.229 -4.090 7.219  0.313
O: 4.586 -4.357 6.920  -0.294
C: 4.810 -5.732 6.897  0.682
O: 5.855 -6.200 6.470  -0.570
O: 3.693 -6.301 7.339  -0.336
F: 3.190 -3.230 8.243  -0.299
H: 1.705 -5.539 7.504  0.322
H: 2.731 -5.466 8.888  0.227
H: 2.611 -3.761 6.384  0.360



Entry 4:
The following is a DFT calculation (the ωB97M-V functional and the def2-TZVPD basis) of a 4-piece molecular cluster, C24H25BBrO8 overall.

Output
Multiplicity: 1
Net charge: -1
F_max (eV/Å): 0.88
Gap between HOMO and LUMO (eV): 5.294

Each line ends with the Mulliken charge.
Positions of all 59 atoms, in Å:
C: -2.613 0.080 4.062  -1.372
C: -1.815 -0.875 3.178  -0.033
C: -2.372 -0.994 1.756  -0.860
C: -1.941 0.045 0.701  -0.793
C: -0.504 0.555 0.710  0.097
C: -0.025 1.682 1.600  0.469
O: 1.351 1.728 1.288  -0.699
B: 1.712 0.327 1.014  1.470
Br: 2.939 -0.381 2.573  -0.496
O: 0.453 -0.450 1.010  -1.116
H: -2.034 0.429 4.919  0.302
H: -2.938 0.972 3.520  0.296
H: -3.513 -0.412 4.447  0.407
H: -1.840 -1.874 3.625  0.400
H: -0.766 -0.593 3.142  0.044
H: -3.468 -0.940 1.835  0.350
H: -2.156 -1.991 1.365  0.401
H: -2.091 -0.427 -0.275  0.313
H: -2.601 0.920 0.723  0.329
H: -0.291 0.933 -0.308  0.162
H: -0.131 1.382 2.648  -0.552
H: -0.512 2.650 1.462  0.263
H: 2.311 0.214 -0.052  -0.345
C: 2.196 -2.919 -3.882  -0.308
C: 3.326 -3.595 -3.702  -0.480
C: 3.940 -3.740 -2.354  0.293
O: 4.971 -4.366 -2.213  -0.585
C: 3.245 -3.100 -1.214  -0.415
C: 2.112 -2.421 -1.381  -0.293
C: 1.505 -2.283 -2.727  0.371
O: 0.467 -1.673 -2.896  -0.554
H: 1.723 -2.797 -4.850  0.489
H: 3.857 -4.073 -4.517  0.446
H: 3.710 -3.208 -0.242  0.475
H: 1.592 -1.931 -0.562  0.523
C: 2.225 2.904 5.628  -0.546
C: 1.176 2.619 4.860  0.188
C: -0.025 3.502 4.846  0.466
O: -0.978 3.241 4.148  -0.485
C: 0.001 4.718 5.704  -0.491
C: 1.050 4.993 6.471  -0.400
C: 2.244 4.104 6.495  0.339
O: 3.194 4.371 7.203  -0.575
H: 3.112 2.284 5.649  0.461
H: 1.152 1.758 4.201  0.217
H: -0.882 5.345 5.665  0.410
H: 1.098 5.865 7.111  0.393
C: -2.507 -0.930 -8.174  -0.436
C: -1.374 -1.615 -8.060  -0.464
C: -0.711 -1.786 -6.740  0.456
O: 0.322 -2.416 -6.650  -0.540
C: -1.351 -1.167 -5.551  -0.205
C: -2.486 -0.481 -5.674  -0.465
C: -3.154 -0.309 -6.986  0.299
O: -4.189 0.312 -7.102  -0.557
H: -3.016 -0.787 -9.119  0.388
H: -0.880 -2.079 -8.904  0.422
H: -0.843 -1.305 -4.602  0.653
H: -2.975 -0.017 -4.827  0.476



Look up the F_max of the first one.
2.75 eV/Å